{
  "formula": "CH5N5OS",
  "method": "the ωB97M-V functional and the def2-TZVPD basis",
  "elements": ["S", "O", "N", "N", "N", "N", "N", "C", "H", "H", "H", "H", "H"],
  "coordinates": [[-1.8546, 0.1374, 0.6924], [-0.1139, -2.2438, -1.0597], [-3.0972, -0.8744, 0.1508], [-2.8774, -1.8218, -0.5574], [2.1048, 0.5929, 0.8838], [0.3992, -1.2335, -0.3521], [0.6441, 0.6963, 0.8873], [-0.1076, -0.2986, 0.3302], [2.4987, 0.7522, -0.0528], [0.2048, 1.0451, 1.7604], [2.3672, -0.3645, 1.2849], [-1.0263, -2.3934, -0.9883], [-3.7882, -2.1604, -0.9032]],
  "forces_ev_per_a": [[-0.2, 0.6, 0.7], [2.2, -0.5, -0.9], [0.1, 1.7, 0.8], [0.1, -1.7, -1.6], [-1.2, -1.1, 1.4], [1.6, 1.2, 1.0], [1.5, 0.9, 0.6], [-1.5, -2.3, -1.6], [-0.8, -0.4, 0.6], [1.2, -0.1, -0.7], [-0.4, 1.7, -1.3], [-2.9, 0.4, 0.7], [0.1, -0.3, 0.4]],
  "homo_lumo_gap_ev": 8.8,
  "energy_ev": -21446.1513,
  "smiles": "[H]/N=N/S/C(=N\\O)NN",
  "largest_force_ev_per_a": 3.208,
  "relative_energy_kj_mol": 0.00,
  "lumo_ha": 0.0031
}